The following is a DFT calculation (ωB97M-V/def2-TZVPD) of a molecular structure, C32H52N4P3PbTe4 at a distorted geometry.

XYZ file:
```
96
Properties=species:S:1:pos:R:3:lowdin_charge:R:1
Pb -1.54050 0.17254 -1.56130 0.338
C -2.57844 0.34149 4.49298 -0.124
C -2.47209 -0.03305 3.01360 -0.561
C -3.67047 0.52598 2.24995 -0.138
P -0.91335 0.35801 2.03022 1.052
C 0.39872 0.12138 3.33033 -0.573
C 1.71888 0.70675 2.81997 -0.130
C 0.54724 -1.37250 3.62407 -0.135
C -0.87031 2.17946 1.85678 -0.314
C -1.05945 3.00456 2.96960 -0.079
C -0.87955 4.37714 2.94668 -0.300
C -1.11429 5.23390 4.16834 -0.069
C -0.41372 4.92402 1.75169 -0.060
C -0.17490 4.14241 0.64070 -0.025
C -0.43108 2.74325 0.61853 -0.309
N -0.12145 1.93915 -0.45532 -0.166
C 0.62562 2.45293 -1.52861 -0.424
C 0.19175 3.53105 -2.31017 -0.073
C 0.92609 3.98023 -3.39074 -0.051
C 2.12509 3.37449 -3.74622 -0.293
C 2.89769 3.82011 -4.96391 -0.057
C 2.55015 2.28584 -2.99950 -0.100
C 1.83231 1.79422 -1.90343 -0.315
P 2.30555 0.29758 -0.91775 1.094
C 3.92120 0.85990 -0.13474 -0.550
C 4.54032 -0.28449 0.67688 -0.145
C 4.99841 1.54824 -0.97109 -0.119
C 2.66882 -1.02271 -2.20634 -0.557
C 2.97161 -2.34920 -1.49320 -0.146
C 3.61037 -0.83715 -3.39646 -0.114
H -3.46000 -0.14873 4.91935 0.075
H -2.72158 1.41525 4.61561 0.058
H -1.71012 0.03005 5.07711 0.059
H -2.52388 -1.12621 2.95108 0.081
H -3.67123 1.61979 2.27963 0.076
H -4.61516 0.16801 2.67117 0.077
H -3.64462 0.22419 1.20098 0.023
H 0.11422 0.64432 4.24679 0.087
H 1.94196 0.31991 1.81968 0.013
H 2.54406 0.44090 3.48940 0.078
H 1.66640 1.79454 2.74673 0.074
H 0.95069 -1.88640 2.74582 0.067
H -0.40952 -1.83986 3.87740 0.060
H 1.23645 -1.53591 4.45784 0.072
H -1.32718 2.54893 3.91642 0.082
H -1.64914 4.67620 4.93937 0.066
H -1.70559 6.11907 3.92217 0.070
H -0.17162 5.58239 4.60161 0.071
H -0.21365 5.99101 1.69750 0.107
H 0.24203 4.61206 -0.23812 0.086
H -0.76593 3.98586 -2.08251 0.121
H 0.55249 4.80946 -3.98419 0.112
H 2.69334 4.86564 -5.20161 0.070
H 2.61433 3.22040 -5.83410 0.079
H 3.97289 3.70400 -4.81689 0.071
H 3.47178 1.80130 -3.29464 0.085
H 3.53604 1.60003 0.57553 0.091
H 5.10474 -0.95523 0.02479 0.060
H 3.77973 -0.87519 1.19391 0.054
H 5.23486 0.10715 1.42649 0.074
H 5.39699 0.88098 -1.73747 0.058
H 5.83323 1.83815 -0.32135 0.073
H 4.62402 2.45094 -1.45153 0.059
H 1.65934 -1.14267 -2.62356 0.039
H 4.00165 -2.38762 -1.13174 0.055
H 2.83149 -3.18270 -2.18827 0.072
H 2.30343 -2.49939 -0.64159 0.056
H 4.63684 -0.62247 -3.08844 0.061
H 3.27049 -0.05007 -4.06839 0.053
H 3.62976 -1.76731 -3.97458 0.074
Te -0.57506 0.27346 -4.25351 0.012
Te -2.60721 1.24578 -5.79554 -0.086
Te -4.68804 0.18193 -4.45158 -0.125
Te -4.19621 1.30773 -2.02345 -0.086
C -3.51060 -5.69126 -1.24461 -0.206
N -4.06169 -4.34259 -1.17084 -0.155
C -4.12389 -3.93800 0.23214 -0.192
N -2.83847 -4.02948 0.92567 -0.153
C -2.32255 -5.38764 0.78560 -0.207
N -2.20212 -5.83368 -0.60248 -0.162
C -1.17643 -5.06736 -1.32299 -0.346
P -1.49228 -3.21486 -1.41847 0.931
C -3.27495 -3.39213 -1.96956 -0.336
C -1.88739 -3.03896 0.40476 -0.371
H -3.42271 -5.98328 -2.29307 0.121
H -4.20569 -6.37171 -0.74578 0.120
H -4.83255 -4.59400 0.74506 0.121
H -4.48558 -2.90926 0.29027 0.128
H -3.00662 -6.06761 1.30015 0.119
H -1.34318 -5.44609 1.26461 0.121
H -1.10198 -5.45222 -2.34301 0.077
H -0.20895 -5.22508 -0.84040 0.075
H -3.28196 -3.71310 -3.01257 0.086
H -3.75802 -2.41148 -1.93201 0.057
H -2.28759 -2.04054 0.57717 0.022
H -0.95249 -3.10492 0.96561 0.077
```

DFT total energy in eV: -102279.20601
Net charge: -1
Strongest force on any atom in eV/Å: 1.19
Energy above the lowest of the compared OMol25 structures with the same formula, charge and spin in kJ/mol: 75.0
Highest occupied orbital energy in eV: -4.0